DFT (wB97M-V/def2-TZVPD) results for a structure of composition C27H26MnN3O6SSi in a non-equilibrium geometry.

Geometry (Å):
Mn  11.7503  10.4259  10.4266
C  9.2930  9.2104  13.1007
Si  10.6310  10.4734  13.5936
C  11.0982  10.2071  15.4211
C  9.8583  12.1849  13.3577
N  12.0510  10.3517  12.5007
C  13.3646  10.4950  12.8467
C  13.8844  10.6220  14.1578
C  15.2134  10.3108  14.4577
C  16.1099  9.9481  13.4558
C  15.6673  10.0125  12.1206
C  14.3710  10.4194  11.8320
O  13.9314  10.6258  10.5602
C  14.7748  10.8711  9.4135
C  15.9197  11.6210  9.4512
C  16.6426  11.7478  8.2568
C  16.2493  11.0878  7.0915
C  15.0914  10.3159  7.0962
C  14.3546  10.1928  8.2632
H  8.8002  8.7785  13.9909
H  9.7633  8.3775  12.5444
H  8.4991  9.6245  12.4546
H  10.2079  9.9134  16.0065
H  11.4748  11.1186  15.9354
H  11.8333  9.3891  15.5061
H  9.1701  12.4023  14.1905
H  9.2503  12.2022  12.4476
H  10.5932  13.0092  13.2659
H  13.1642  10.9256  14.9259
H  15.5393  10.3389  15.5261
H  17.1390  9.6449  13.7008
H  16.3436  9.8022  11.2933
H  16.3086  12.0820  10.3484
H  17.5148  12.3934  8.2468
H  16.8587  11.1793  6.1838
H  14.7896  9.7659  6.2030
H  13.5105  9.5252  8.3596
O  10.5421  10.2110  8.8016
N  10.4595  9.0207  8.1742
C  9.8942  9.0016  6.9295
C  9.7403  7.8236  6.2430
C  10.2790  6.6320  6.7445
C  10.9414  6.6639  7.9905
C  10.9829  7.8850  8.7661
S  11.6716  7.9732  10.3049
H  9.4505  9.9358  6.5624
H  9.2491  7.7579  5.2628
H  10.2357  5.7007  6.2073
H  11.3804  5.7925  8.4479
O  12.6898  13.6450  10.9076
C  11.5175  13.3878  10.5815
O  10.9745  12.2537  10.3209
C  10.4154  14.4401  10.5005
C  10.6347  15.7487  10.9554
C  9.5807  16.6621  10.9833
C  8.2984  16.2768  10.6618
C  8.1362  14.9997  10.1850
C  9.1587  14.1026  10.0554
N  6.7883  14.4981  9.8623
O  5.8204  15.2725  9.9844
O  6.7616  13.2985  9.5025
H  11.6606  16.0014  11.2946
H  9.8175  17.6799  11.2929
H  7.4324  16.9045  10.7183
H  8.9430  13.1411  9.5636

Molecular weight   603.6 g mol⁻¹
Gap between HOMO and LUMO (alpha / beta)   0.203 / 0.208 hartree
LUMO energy (alpha / beta)   0.06663 / 0.06659 hartree
2S+1   6
Charge   -1
Electronic energy   -95210.52476 eV
HOMO (alpha / beta)   -3.7 / -3.9 eV

Per-atom Löwdin charges, elementary charge units: atom 1 (Mn): 0.689, atom 2 (C): -0.185, atom 3 (Si): 0.469, atom 4 (C): -0.210, atom 5 (C): -0.179, atom 6 (N): -0.134, atom 7 (C): -0.306, atom 8 (C): -0.061, atom 9 (C): -0.133, atom 10 (C): -0.141, atom 11 (C): -0.045, atom 12 (C): -0.227, atom 13 (O): -0.096, atom 14 (C): -0.185, atom 15 (C): -0.013, atom 16 (C): -0.078, atom 17 (C): -0.106, atom 18 (C): -0.083, atom 19 (C): 0.004, atom 20 (H): 0.018, atom 21 (H): -0.010, atom 22 (H): 0.028, atom 23 (H): 0.019, atom 24 (H): 0.031, atom 25 (H): 0.031, atom 26 (H): 0.024, atom 27 (H): 0.016, atom 28 (H): 0.037, atom 29 (H): 0.059, atom 30 (H): 0.100, atom 31 (H): 0.086, atom 32 (H): 0.107, atom 33 (H): 0.126, atom 34 (H): 0.099, atom 35 (H): 0.099, atom 36 (H): 0.105, atom 37 (H): 0.094, atom 38 (O): -0.239, atom 39 (N): -0.192, atom 40 (C): -0.029, atom 41 (C): -0.102, atom 42 (C): -0.089, atom 43 (C): -0.077, atom 44 (C): -0.678, atom 45 (S): 0.706, atom 46 (H): 0.138, atom 47 (H): 0.103, atom 48 (H): 0.091, atom 49 (H): 0.087, atom 50 (O): 0.026, atom 51 (C): -0.582, atom 52 (O): -0.155, atom 53 (C): -0.110, atom 54 (C): 0.001, atom 55 (C): -0.074, atom 56 (C): -0.020, atom 57 (C): -0.159, atom 58 (C): 0.042, atom 59 (N): -0.305, atom 60 (O): 0.042, atom 61 (O): 0.044, atom 62 (H): 0.128, atom 63 (H): 0.102, atom 64 (H): 0.108, atom 65 (H): 0.142